[1]
This record from OMol25 describes a 3-piece molecular cluster, C29H58F9N4O12P overall in a non-equilibrium geometry. The level of theory is ωB97M-V with the def2-TZVPD basis set.

Structure (XYZ):
```
113
Properties=species:S:1:pos:R:3:forces:R:3:mulliken_charge:R:1
C 1.87473 1.16464 0.73021 -0.082 0.556 0.126 0.263
C 2.91922 0.09534 1.28796 -0.320 0.747 0.582 -0.152
C 2.37003 -1.38787 1.44441 0.237 0.410 0.375 -0.836
C 1.82709 -2.02766 0.05253 3.315 0.582 2.229 0.972
O 0.70264 -2.83029 0.37609 -0.713 0.624 -1.339 -0.626
C -0.53834 -2.59962 -0.25311 -1.228 -1.031 -1.236 1.022
C -0.56126 -2.03580 -1.72961 0.622 2.083 -0.142 -1.514
C -1.21483 -4.07859 -0.32455 -0.378 -0.526 0.200 -0.841
C -1.23062 -4.70092 -1.77145 0.192 -1.449 -2.243 0.506
O -0.38248 -5.44844 -2.27137 -1.494 1.874 1.839 -0.585
O -2.37269 -4.42099 -2.57146 1.170 0.051 1.815 -0.440
C -1.41355 -1.64405 0.70174 0.908 -1.677 2.097 0.357
F -0.64601 -0.62045 1.30615 -1.739 -1.514 -1.829 -0.197
F -1.76288 -2.46885 1.81936 0.298 1.368 -1.847 -0.388
C -2.78246 -1.11509 0.12087 -2.197 -0.274 1.169 0.631
F -3.49894 -2.06448 -0.64782 1.919 1.465 1.517 -0.284
F -3.62584 -0.90561 1.25214 1.549 0.005 -1.910 -0.348
C -2.80128 0.23474 -0.70003 -0.707 1.066 -2.150 0.634
F -1.62881 0.96641 -0.77497 -1.563 -1.536 0.587 -0.230
F -3.14627 -0.09311 -2.03981 0.723 0.573 2.337 -0.312
C -3.95067 1.28206 -0.25616 -0.227 1.885 -1.252 0.567
F -5.22969 0.75939 -0.36954 2.788 0.971 0.673 -0.210
F -3.88019 2.30604 -1.22753 -0.154 -1.897 1.875 -0.271
F -3.68877 1.90085 0.95102 -0.872 -1.707 -2.081 -0.223
C 3.02057 -3.03907 -0.39643 -2.159 -1.384 -3.071 0.793
C 2.74631 -3.72550 -1.84025 0.412 -0.971 0.819 -0.792
O 3.42096 -3.08029 -2.93522 -1.418 0.645 0.155 -0.409
C 2.58199 -2.14829 -3.62342 -0.218 -1.265 -1.021 0.463
O 3.30534 -1.72731 -4.79508 -0.887 0.923 1.588 -0.445
C 3.08930 -0.31872 -5.04674 0.605 -0.014 -1.424 -0.352
C 4.25089 0.61976 -4.47974 -0.596 0.425 -0.300 -0.167
O 3.67323 1.56374 -3.54034 0.342 -0.743 -0.186 -0.515
N 3.00527 -4.19534 0.57060 -0.730 2.308 0.094 0.034
N 4.31307 -4.60473 0.90149 0.884 -1.492 -0.124 -0.697
P 4.72106 -2.18853 -0.51527 2.588 0.608 2.065 -0.035
O 4.65787 -0.80147 -1.51538 -0.111 -1.548 -0.422 -0.141
O 5.88764 -3.20957 -1.25222 -2.040 0.602 -0.093 -0.495
H 1.29378 1.64422 1.59519 0.756 -0.694 -1.247 0.356
H 1.09418 0.75457 0.01669 0.927 0.250 0.795 -0.255
H 2.42267 2.00109 0.17337 -0.729 -1.158 0.915 -0.517
H 3.19637 0.44538 2.34609 -0.248 -0.528 -1.485 0.488
H 3.87009 0.19701 0.68040 -1.138 -0.569 0.630 -0.082
H 3.22877 -2.00225 1.88742 -1.245 0.627 -0.828 0.272
H 1.56255 -1.40833 2.25800 0.897 0.075 -1.425 0.366
H 1.71057 -1.14458 -0.63640 -0.403 -1.310 0.325 -0.423
H -0.26993 -0.92391 -1.67063 -0.340 -1.484 -0.242 0.215
H -1.57726 -2.05159 -2.23814 1.173 -0.266 1.012 0.525
H 0.17588 -2.49518 -2.45270 -0.832 0.189 1.173 0.200
H -0.61536 -4.79901 0.33245 -0.692 1.203 -1.012 0.350
H -2.27341 -4.10588 0.06747 1.143 0.229 -0.566 0.442
H -2.33355 -4.95315 -3.39071 0.439 0.175 0.564 0.376
H 3.22519 -4.76768 -1.76303 -0.596 1.457 -0.271 0.476
H 1.63978 -3.92028 -2.00136 1.184 0.350 -0.099 -0.115
H 1.67796 -2.74484 -4.01586 0.880 0.873 0.683 0.185
H 2.23410 -1.29424 -2.96185 0.634 -0.754 -0.688 -0.187
H 3.08063 -0.20072 -6.18791 -0.017 -0.292 1.581 0.305
H 2.04756 -0.03109 -4.69993 1.356 0.057 -0.180 0.316
H 4.67720 1.25211 -5.33161 -0.678 -0.796 1.199 0.340
H 5.13769 0.04749 -4.04502 -1.378 0.420 -0.497 0.062
H 3.13834 1.06518 -2.89160 0.625 0.257 -0.348 0.275
H 2.42672 -4.95700 0.21177 0.473 0.381 0.134 0.381
H 4.28405 -5.63114 0.96403 0.388 0.697 0.147 0.223
H 4.61832 -4.23166 1.80876 -0.567 -0.244 -0.358 0.205
H 5.41423 -0.79424 -2.14345 -0.699 -0.263 0.443 0.173
H 5.56071 -4.12756 -1.31515 0.161 0.549 0.009 0.334
C 3.60524 8.67454 -1.17506 -0.075 -0.142 -0.233 -0.733
O 4.20181 7.86315 -2.17467 0.095 0.286 0.349 -0.337
C 5.62720 7.83477 -2.09659 0.087 -0.486 -0.364 -0.805
C 6.10903 6.44170 -1.69737 -0.345 0.305 0.280 -0.156
N 5.77960 6.14958 -0.30257 0.142 -0.089 -0.208 -0.323
C 5.99918 4.75115 0.07161 -0.338 0.131 0.130 -0.984
C 5.11923 3.69424 -0.61077 0.295 -0.228 0.333 -0.132
O 3.74347 3.77495 -0.25651 0.235 0.179 -0.400 -0.393
C 2.98058 4.67238 -1.04995 -0.178 -0.125 0.278 -0.653
H 2.53609 8.73648 -1.38392 0.086 -0.066 -0.055 0.240
H 3.73907 8.23548 -0.18219 0.038 0.156 0.104 0.311
H 4.02019 9.68740 -1.19510 0.000 -0.030 0.102 0.344
H 6.01764 8.60064 -1.41900 -0.132 -0.089 0.104 0.400
H 6.00269 8.05985 -3.09943 0.023 -0.003 0.026 0.395
H 7.19349 6.38375 -1.83101 -0.016 -0.025 0.033 0.395
H 5.63782 5.71995 -2.37403 0.097 0.053 -0.230 0.147
H 4.80447 6.37341 -0.14002 0.101 0.005 -0.026 0.085
H 5.82465 4.68587 1.15017 0.017 -0.103 -0.061 0.398
H 7.05294 4.50049 -0.09101 -0.048 0.013 -0.091 0.430
H 5.45814 2.71600 -0.25418 -0.049 0.023 0.003 0.226
H 5.24516 3.67648 -1.69834 -0.139 0.130 -0.023 0.300
H 3.35259 4.74336 -2.07513 0.069 0.029 0.063 0.318
H 2.95503 5.66029 -0.58487 -0.009 0.130 -0.194 0.143
H 1.95260 4.30347 -1.08159 0.064 -0.066 0.019 0.354
C -6.64820 -1.09254 1.43372 -0.306 0.137 0.156 -0.787
O -8.01432 -1.19523 1.80621 0.335 -0.300 -0.103 -0.370
C -8.44702 -2.54380 1.98366 -0.520 0.162 0.289 -0.731
C -8.77225 -2.80718 3.45225 0.479 0.156 -0.189 -0.254
N -7.55661 -2.82864 4.26528 -0.271 -0.045 0.021 -0.303
C -7.81449 -2.83829 5.70634 0.248 0.221 -0.120 -0.679
C -8.48557 -1.59567 6.30888 0.203 -0.253 0.376 -0.487
O -7.67660 -0.42693 6.26563 -0.385 -0.115 -0.231 -0.423
C -7.77566 0.31706 5.06031 0.294 0.125 0.249 -0.449
H -6.43936 -0.05041 1.20307 -0.206 -0.126 0.159 0.206
H -5.99488 -1.40293 2.25437 0.122 -0.124 -0.100 0.309
H -6.44027 -1.69283 0.54173 0.090 -0.019 0.057 0.489
H -7.71654 -3.26426 1.60211 0.105 0.111 0.113 0.371
H -9.36306 -2.66123 1.39663 0.010 -0.035 0.017 0.399
H -9.28203 -3.77133 3.54114 0.023 0.012 0.038 0.397
H -9.45801 -2.02088 3.78742 -0.214 -0.036 -0.138 0.175
H -6.99919 -2.01059 4.04703 -0.047 -0.093 -0.013 0.006
H -6.84388 -2.96448 6.19602 -0.101 0.035 0.073 0.374
H -8.40876 -3.72408 5.95559 -0.056 0.064 -0.056 0.394
H -8.64760 -1.80240 7.37165 0.038 0.026 -0.034 0.344
H -9.47765 -1.40397 5.88619 0.065 0.073 -0.173 0.351
H -8.76620 0.24321 4.60388 0.047 -0.103 -0.026 0.268
H -7.00665 -0.00298 4.35380 -0.134 0.033 -0.213 0.107
H -7.58263 1.36601 5.29526 -0.032 -0.070 0.070 0.296
```
Forces are in eV/Å.

As for the HOMO-LUMO gap: 8.16 eV. As for the total charge: 0. The value obtained for the HOMO energy is -7.826 eV. The calculation puts the electronic energy at -95281.9887 eV. Its SMILES is CCC[C@H](O[C@@](C)(CC(=O)O)C(F)(F)C(F)(F)C(F)(F)C(F)(F)F)[C@](COCOCCO)(NN)P(O)O.COCCNCCOC.COCCNCCOC.


[2]
This record from OMol25 describes a 3-piece molecular cluster, C29H58IN5O3S overall in a non-equilibrium geometry. The level of theory is ωB97M-V with the def2-TZVPD basis set.

Structure (XYZ):
```
97
Properties=species:S:1:pos:R:3:forces:R:3:mulliken_charge:R:1
C 0.18015 0.69666 -0.55698 0.584 0.680 0.062 -0.920
C 1.19133 0.40331 0.59061 -0.826 0.300 -0.209 -0.451
C 0.68568 -0.61586 1.65566 0.595 -0.178 0.545 -0.151
C 1.37729 -2.00290 1.61236 0.501 -0.083 -0.319 0.277
C 1.02873 -2.88039 0.37473 -0.329 0.603 -0.307 -1.208
C -0.43980 -2.78052 -0.11389 0.037 -1.089 0.187 0.301
C -1.44695 -3.67118 0.68786 0.006 0.238 -1.626 -0.698
C -2.68785 -3.88825 -0.24936 -0.804 0.200 1.566 -0.835
C -3.70574 -2.70000 -0.08458 0.677 -0.281 0.795 0.674
C -5.03957 -3.21477 0.51423 0.372 -0.943 -0.940 -1.224
O -6.05664 -2.23193 0.64062 0.458 -0.088 1.018 -0.325
C -5.70089 -1.19448 1.46892 -0.731 0.055 -0.477 0.267
N -5.12208 -1.62644 2.75765 -0.759 0.275 -0.789 -0.481
C -4.22512 -0.90652 3.11992 1.923 0.370 0.207 0.537
S -2.91454 -0.07646 3.38507 -0.806 -0.310 0.219 -0.314
O -6.94271 -0.51117 1.78217 0.345 0.233 -0.932 -0.396
C -6.84198 0.77391 1.55704 -0.217 -2.303 1.273 0.538
N -6.70923 1.89958 1.64742 0.095 2.023 -0.520 -0.428
O -3.83267 -1.88271 -1.25149 -0.343 -0.627 -0.010 -0.075
C -4.46553 -2.50646 -2.33114 -0.693 0.849 -1.572 -0.727
I -6.44752 -1.51476 -2.65866 -0.338 0.024 0.090 -0.123
N -3.75508 -2.41582 -3.56788 1.494 -0.989 2.484 -0.558
C -2.69140 -1.69368 -3.57942 0.572 0.267 -0.659 0.852
C -1.34400 -2.39962 -3.80060 -0.479 0.019 -1.528 -1.471
C -2.63570 -0.16801 -3.45324 0.859 -0.582 1.042 -0.872
H 0.02587 -0.15469 -1.24043 -0.070 0.284 0.394 -0.055
H 0.59827 1.52494 -1.16427 -0.240 -0.422 0.137 0.462
H -0.77771 1.08226 -0.15590 0.311 -0.474 -0.195 0.304
H 2.15688 0.13417 0.12598 -0.316 -0.211 0.405 0.312
H 1.36571 1.36354 1.11597 -0.030 -0.409 -0.329 0.387
H -0.41506 -0.73532 1.64999 0.464 0.188 -0.199 -0.256
H 0.92373 -0.18076 2.64867 -0.158 -0.281 -0.411 0.548
H 2.47015 -1.81011 1.56329 -0.477 -0.126 0.160 -0.629
H 1.23325 -2.56845 2.55412 -0.253 0.335 -0.424 0.432
H 1.66718 -2.58167 -0.48354 -0.210 -0.034 0.490 0.218
H 1.25604 -3.94954 0.55380 -0.038 0.518 0.044 0.547
H -0.82282 -1.75155 -0.20042 0.247 -0.349 0.155 -0.181
H -0.45391 -3.19619 -1.14143 0.053 0.248 0.412 0.149
H -1.76558 -3.19573 1.63350 0.210 -0.369 -0.260 0.174
H -0.98948 -4.66134 0.87309 -0.113 0.537 0.160 0.559
H -2.39760 -4.02101 -1.30202 -0.118 0.001 0.382 0.441
H -3.21649 -4.78888 0.12109 0.258 0.143 -0.511 0.371
H -3.24768 -2.04526 0.68660 -0.274 0.072 -0.647 -0.212
H -4.81421 -3.73488 1.46791 -0.113 0.535 -0.279 0.478
H -5.44731 -4.00515 -0.14578 -0.059 0.540 0.258 0.479
H -5.05268 -0.46841 0.93757 -0.053 -0.330 0.334 0.544
H -4.71825 -3.56194 -2.16544 -0.038 0.487 0.166 0.623
H -1.41647 -3.48675 -3.63268 -0.144 0.559 0.153 0.377
H -1.10224 -2.29315 -4.88356 0.203 0.086 0.571 0.437
H -0.52498 -1.95966 -3.21134 -0.425 0.046 -0.198 0.303
H -1.60085 0.17122 -3.65278 -0.577 -0.060 -0.163 0.425
H -2.80298 0.06806 -2.38119 -0.305 0.115 -0.597 0.214
H -3.35571 0.33081 -4.11509 0.112 -0.249 0.393 0.406
C 0.50543 6.41888 -3.73737 0.013 0.028 0.060 -1.415
C -0.85944 5.74811 -3.80923 0.100 0.161 0.055 -0.387
N -0.94573 4.52241 -3.03441 -0.020 -0.353 -0.056 0.249
C -2.14248 3.74490 -3.32017 -0.112 -0.069 -0.147 -0.192
C -3.49876 4.35981 -2.96090 -0.131 -0.121 0.028 -1.191
C -0.59088 4.63089 -1.62792 0.266 0.175 0.121 -0.179
C -1.37678 5.62309 -0.76408 -0.026 -0.046 0.187 -1.173
H 1.29736 5.72994 -4.03708 -0.034 -0.025 0.058 0.326
H 0.53084 7.27531 -4.41352 -0.026 -0.019 0.015 0.440
H 0.72693 6.79113 -2.73563 0.023 -0.019 -0.022 0.292
H -1.04854 5.50740 -4.85954 -0.137 -0.151 0.086 0.441
H -1.62726 6.47819 -3.51304 -0.006 0.069 -0.055 0.277
H -2.05913 2.77018 -2.82850 0.115 0.078 0.102 -0.119
H -2.14743 3.52022 -4.39227 0.104 0.112 -0.018 0.423
H -3.68512 4.33503 -1.88810 0.006 0.080 -0.008 0.273
H -4.29761 3.78316 -3.43377 0.024 0.008 0.004 0.437
H -3.59316 5.38913 -3.30935 0.034 -0.010 0.017 0.285
H 0.46942 4.89416 -1.56471 -0.031 0.048 -0.107 0.469
H -0.64771 3.63948 -1.16906 -0.140 -0.036 -0.174 -0.226
H -1.52314 6.58427 -1.25954 0.009 -0.034 -0.028 0.263
H -0.82862 5.81574 0.16149 0.006 -0.002 -0.029 0.409
H -2.35071 5.22940 -0.47706 -0.043 0.086 -0.066 0.305
C 8.92359 -1.22657 3.26691 -0.001 -0.039 0.056 -1.433
C 7.61026 -0.50314 3.00290 0.136 -0.050 0.130 -0.306
N 6.54681 -1.37925 2.54263 -0.195 -0.036 -0.254 0.136
C 5.39052 -0.65946 2.03201 -0.016 0.151 -0.138 -0.767
C 4.59183 0.20394 3.01422 -0.194 0.027 -0.048 -0.880
C 6.24807 -2.52064 3.39305 0.233 -0.208 0.133 -0.677
C 5.84409 -2.24640 4.84577 -0.121 -0.123 0.084 -0.951
H 9.25028 -1.78063 2.38508 -0.064 -0.024 0.024 0.331
H 9.70017 -0.50094 3.51515 -0.036 0.001 0.000 0.440
H 8.84825 -1.91953 4.10668 0.017 -0.007 -0.034 0.298
H 7.80139 0.24532 2.22825 -0.217 -0.019 -0.036 0.428
H 7.32465 0.05141 3.90936 0.057 0.064 0.024 0.255
H 4.70983 -1.37322 1.55788 0.088 -0.111 0.084 0.318
H 5.73316 -0.01368 1.21669 0.130 -0.011 0.056 0.343
H 3.97640 -0.40098 3.67975 0.054 0.020 0.060 0.116
H 3.91132 0.85493 2.45853 0.022 -0.015 -0.009 0.320
H 5.23312 0.84740 3.61794 0.011 -0.041 -0.001 0.392
H 7.12510 -3.17435 3.40415 0.047 0.111 -0.019 0.372
H 5.47052 -3.12525 2.91721 -0.041 0.186 -0.110 0.322
H 6.47524 -1.49318 5.32027 0.000 0.002 -0.045 0.241
H 5.93931 -3.16432 5.43096 0.015 0.016 -0.021 0.379
H 4.80539 -1.92835 4.92560 0.042 0.101 0.036 0.265
```
Forces are in eV/Å.

As for the HOMO-LUMO gap: 7.85 eV. As for the total charge: 0. The value obtained for the HOMO energy is -8.123 eV. The calculation puts the electronic energy at -63537.6239 eV. Its SMILES is CCCCCCCC[C@H](CO[C@H](N=C=S)OC#N)O[C@@H](I)N=C(C)C.CCN(CC)CC.CCN(CC)CC.


Question: Number 2 is which compound?
Answer: C29H58IN5O3S